(1)
Here is a cluster of 5 separate species, C2H13NO4 in total at a distorted geometry from the Open Molecules 2025 dataset. Energies are from ωB97M-V with the def2-TZVPD basis set.

Geometry (Å):
C1 -0.17 2.40 0.03
C2 1.87 1.50 -0.81
N1 1.12 1.87 0.23
H1 -0.34 3.37 0.51
H2 -0.56 2.54 -1.00
H3 -0.93 1.68 0.47
H4 2.74 0.87 -0.60
H5 1.89 2.12 -1.72
H6 -1.02 -0.39 -0.34
H7 -1.31 -1.81 0.01
O1 -0.80 -1.29 -0.62
H8 -0.77 -1.13 2.34
H9 -2.31 -1.03 2.50
O2 -1.57 -1.67 2.38
H10 -0.82 -3.12 -3.30
H11 0.04 -2.46 -2.38
O3 0.03 -3.27 -2.91
H12 1.11 0.73 1.52
H13 0.97 -0.86 1.60
O4 0.83 -0.05 2.11

The expectation value of S² is 0.75. The value obtained for the lowest unoccupied orbital energy (alpha / beta) is 0.1307 / 0.1267 Ha. Its multiplicity is 2. The frontier orbital gap (alpha / beta) is 0.1422 / 0.2696 Ha. As for the total charge: -1. The value obtained for the HOMO energy (alpha / beta) is -0.313 / -3.890 eV.

(2)
Here is a structure of composition C37H32Br2GeKN3OS at a distorted geometry from the Open Molecules 2025 dataset. Energies are from ωB97M-V with the def2-TZVPD basis set.

Geometry (Å):
K1 1.58 0.67 -0.96
Br1 3.11 3.52 -2.75
C1 2.43 2.17 -3.92
Br2 0.51 2.24 -4.02
H1 2.74 1.20 -3.54
H2 2.82 2.35 -4.92
C2 3.49 2.23 1.34
C3 4.19 0.93 1.11
C4 5.02 0.38 2.10
C5 5.56 -0.86 1.90
C6 5.29 -1.56 0.71
C7 5.76 -2.86 0.48
C8 5.45 -3.49 -0.70
C9 4.73 -2.83 -1.68
C10 4.27 -1.53 -1.52
S1 3.48 -0.79 -2.83
C11 4.51 -0.88 -0.27
N1 3.98 0.33 -0.04
H3 4.00 2.83 2.09
H4 2.48 2.03 1.69
H5 3.42 2.79 0.40
H6 5.20 0.93 3.02
H7 6.19 -1.32 2.66
H8 6.35 -3.36 1.25
H9 5.77 -4.51 -0.87
H10 4.51 -3.32 -2.62
O1 0.27 -0.02 0.62
C12 -0.19 0.36 1.76
C13 -0.57 -0.59 2.74
C14 -0.99 -0.23 3.99
C15 -1.06 1.12 4.35
C16 -0.73 2.08 3.41
C17 -0.31 1.74 2.12
C18 -0.05 2.79 1.16
N2 0.04 2.69 -0.15
C19 0.20 3.96 -0.63
C20 0.24 4.85 0.41
N3 0.09 4.10 1.54
H11 -0.50 -1.63 2.46
H12 -1.27 -0.98 4.71
H13 -1.38 1.42 5.33
H14 -0.84 3.12 3.69
H15 0.24 4.16 -1.68
H16 0.34 5.91 0.44
H17 0.10 4.45 2.48
C21 -0.68 -1.54 -3.41
Ge1 -1.13 -0.74 -1.56
C22 -2.71 0.43 -2.12
C23 -3.74 -0.11 -2.88
C24 -4.78 0.69 -3.33
C25 -4.80 2.04 -3.03
C26 -3.77 2.59 -2.27
C27 -2.75 1.78 -1.82
C28 -1.99 -2.26 -0.56
C29 -1.70 -3.56 -0.86
C30 -2.22 -4.64 -0.13
C31 -3.04 -4.41 0.94
C32 -3.35 -3.08 1.32
C33 -4.16 -2.81 2.45
C34 -4.44 -1.52 2.81
C35 -3.91 -0.45 2.07
C36 -3.12 -0.69 0.99
C37 -2.82 -2.00 0.57
H18 -1.37 -2.34 -3.66
H19 0.34 -1.91 -3.45
H20 -0.80 -0.75 -4.14
H21 -3.73 -1.16 -3.12
H22 -5.57 0.26 -3.92
H23 -5.61 2.66 -3.38
H24 -3.77 3.65 -2.05
H25 -1.95 2.21 -1.23
H26 -1.04 -3.78 -1.70
H27 -1.98 -5.65 -0.42
H28 -3.44 -5.23 1.52
H29 -4.54 -3.64 3.03
H30 -5.07 -1.32 3.67
H31 -4.13 0.56 2.37
H32 -2.69 0.13 0.44

The expectation value of S² is 0.75. The value obtained for the lowest unoccupied orbital energy (alpha / beta) is 0.0785 / 0.0758 Ha. Its multiplicity is 2. The frontier orbital gap (alpha / beta) is 0.2212 / 0.2195 Ha. As for the total charge: -1. The value obtained for the HOMO energy (alpha / beta) is -3.884 / -3.910 eV.

(3)
Here is the ion C17H32F4NO7S with charge +1 at a distorted geometry from the Open Molecules 2025 dataset. Energies are from ωB97M-V with the def2-TZVPD basis set.

Geometry (Å):
C1 1.90 -4.33 1.74
C2 0.45 -4.81 1.64
O1 -0.44 -3.69 1.67
C3 -1.47 -3.73 0.71
C4 -2.31 -2.48 0.86
O2 -2.32 -1.57 -0.26
C5 -1.11 -0.99 -0.71
C6 -0.65 -1.73 -1.97
C7 0.84 -1.75 -2.27
C8 1.69 -2.57 -1.32
F1 0.94 -2.31 -3.54
C9 -1.49 0.45 -1.06
N1 -1.21 1.13 0.23
C10 -1.50 2.60 0.44
C11 -1.24 3.51 -0.76
C12 -0.29 4.68 -0.43
C13 0.43 5.20 -1.67
O3 0.62 6.60 -1.67
C14 0.07 0.50 0.70
C15 1.38 1.05 0.08
O4 1.08 1.75 -1.09
C16 2.21 1.87 -1.96
S1 0.42 0.68 2.50
O5 1.53 -0.17 2.77
O6 0.50 2.08 2.76
C17 -1.01 0.06 3.53
F2 -2.16 0.45 2.95
F3 -0.98 -1.22 3.66
F4 -0.87 0.65 4.68
O7 -0.10 -0.84 0.29
H1 2.54 -4.88 1.06
H2 2.27 -4.42 2.76
H3 1.92 -3.28 1.49
H4 0.21 -5.42 2.51
H5 0.28 -5.41 0.75
H6 -2.10 -4.61 0.89
H7 -1.06 -3.82 -0.30
H8 -2.02 -1.95 1.76
H9 -3.36 -2.75 0.97
H10 -1.05 -2.74 -1.99
H11 -1.13 -1.21 -2.80
H12 1.20 -0.72 -2.36
H13 1.14 -3.43 -0.96
H14 2.04 -1.99 -0.48
H15 2.55 -2.94 -1.87
H16 -2.54 0.58 -1.31
H17 -0.88 0.85 -1.85
H18 -1.91 0.68 0.84
H19 -2.55 2.65 0.69
H20 -0.95 2.95 1.31
H21 -2.19 3.93 -1.10
H22 -0.81 2.97 -1.60
H23 -0.86 5.48 0.02
H24 0.45 4.34 0.29
H25 -0.14 4.95 -2.57
H26 1.39 4.70 -1.76
H27 1.31 6.81 -1.04
H28 1.91 1.68 0.80
H29 2.01 0.18 -0.10
H30 2.72 0.92 -2.07
H31 2.91 2.61 -1.57
H32 1.83 2.19 -2.93

The value obtained for the lowest unoccupied orbital energy is -0.0898 Ha. The frontier orbital gap is 0.3668 Ha. As for the total charge: +1. The value obtained for the HOMO energy is -12.425 eV. Its SMILES is CCOCCO[C@@]1(C[C@@H](C)F)C[N@H+](CCCCO)[C@@](COC)(S(=O)(=O)C(F)(F)F)O1.

What are the energy relative to the best compared isomer or geometry (same formula, charge and spin) values for these records? In order: 0.0, 81.7, 0.0 kJ/mol.